[1]
# C18H27N3O2PTl

C18H27N3O2PTl as an isolated structure in a non-equilibrium geometry (the ωB97M-V functional and the def2-TZVPD basis, the OMol25 dataset).

Calculated values
- Net charge: +2
- E_LUMO (alpha / beta): -7.0 / -7.0 eV
- Orbital gap (alpha / beta): 7.23 / 7.22 eV
- DFT total energy: -1530.03644 Eh
- HOMO (alpha / beta): -14.229 / -14.229 eV

Atoms and positions in Å:
Tl (1.732, -2.036, -1.378)
O (-0.819, -1.690, 0.570)
N (-0.387, -0.252, 1.314)
N (0.215, 0.506, 0.546)
O (0.684, 0.340, -0.614)
C (0.467, 1.776, 1.174)
C (0.410, 1.894, 2.570)
C (0.709, 3.114, 3.152)
C (0.933, 4.220, 2.348)
C (0.873, 4.129, 0.973)
C (0.652, 2.881, 0.382)
H (0.207, 1.008, 3.195)
H (0.743, 3.217, 4.247)
H (1.117, 5.199, 2.803)
H (1.018, 4.988, 0.347)
H (0.688, 2.798, -0.706)
N (4.197, -1.838, -0.243)
C (4.272, -0.440, -0.474)
C (4.366, 0.463, 0.581)
C (4.356, 1.830, 0.339)
C (4.164, 2.310, -0.946)
C (4.034, 1.417, -2.005)
C (4.094, 0.043, -1.771)
H (4.107, -2.090, 0.747)
H (4.917, -2.392, -0.710)
H (4.478, 0.076, 1.592)
H (4.494, 2.516, 1.172)
H (4.113, 3.377, -1.132)
H (3.898, 1.790, -3.011)
H (4.063, -0.615, -2.648)
C (-3.571, 0.580, 0.759)
C (-3.497, -0.945, 0.806)
P (-2.199, -1.748, -0.137)
C (-2.137, -1.046, -1.786)
C (-3.237, -1.458, -2.733)
C (-2.311, -3.526, -0.200)
C (-3.690, -4.121, -0.111)
H (-4.432, 0.908, 1.356)
H (-3.720, 0.977, -0.250)
H (-2.673, 1.039, 1.158)
H (-4.450, -1.392, 0.508)
H (-3.332, -1.233, 1.855)
H (-1.167, -1.309, -2.211)
H (-2.113, 0.047, -1.672)
H (-3.293, -2.541, -2.886)
H (-3.059, -1.034, -3.721)
H (-4.222, -1.104, -2.408)
H (-1.723, -3.882, 0.646)
H (-1.783, -3.863, -1.092)
H (-4.191, -3.926, 0.845)
H (-3.621, -5.209, -0.247)
H (-4.375, -3.755, -0.896)

=====

[2]
# C18H27N3O3S

One molecule with the formula C18H27N3O3S (the ωB97M-V functional and the def2-TZVPD basis, the OMol25 dataset).

Calculated values
- Structure (SMILES): CC(=O)N1CCc2cc(S(=O)(=O)NCCN3CCC(C)CC3)ccc21
- E_LUMO: 0.5 eV
- Orbital gap: 9.01 eV
- DFT total energy: -1490.28730 Eh
- HOMO: -8.531 eV

Atoms and positions in Å:
C (3.772, 2.659, 4.496)
C (2.668, 1.727, 4.052)
O (1.542, 1.794, 4.495)
N (3.034, 0.804, 3.110)
C (4.375, 0.699, 2.540)
C (4.313, -0.443, 1.510)
C (2.903, -0.940, 1.629)
C (2.285, -1.978, 0.971)
C (0.958, -2.241, 1.271)
S (0.179, -3.606, 0.429)
O (-1.204, -3.682, 0.807)
O (1.002, -4.771, 0.592)
N (0.345, -3.157, -1.185)
C (-0.781, -2.469, -1.788)
C (-1.007, -1.134, -1.076)
N (-1.981, -0.326, -1.785)
C (-2.759, 0.532, -0.910)
C (-3.905, 1.166, -1.693)
C (-3.370, 1.990, -2.863)
C (-4.505, 2.586, -3.689)
C (-2.480, 1.083, -3.712)
C (-1.388, 0.454, -2.854)
C (0.262, -1.498, 2.203)
C (0.876, -0.446, 2.868)
C (2.204, -0.177, 2.572)
H (3.367, 3.332, 5.247)
H (4.599, 2.099, 4.926)
H (4.144, 3.244, 3.658)
H (5.098, 0.480, 3.331)
H (4.656, 1.646, 2.071)
H (4.518, -0.087, 0.500)
H (5.029, -1.233, 1.737)
H (2.796, -2.591, 0.247)
H (0.638, -3.969, -1.709)
H (-0.549, -2.303, -2.842)
H (-1.701, -3.061, -1.717)
H (-1.389, -1.356, -0.079)
H (-0.038, -0.618, -0.961)
H (-3.165, -0.081, -0.102)
H (-2.134, 1.326, -0.461)
H (-4.497, 1.795, -1.025)
H (-4.547, 0.373, -2.078)
H (-2.757, 2.808, -2.465)
H (-5.126, 3.233, -3.073)
H (-4.110, 3.173, -4.515)
H (-5.132, 1.796, -4.097)
H (-3.089, 0.287, -4.144)
H (-2.024, 1.650, -4.526)
H (-0.773, -0.206, -3.470)
H (-0.732, 1.249, -2.449)
H (-0.765, -1.758, 2.406)
H (0.346, 0.142, 3.598)

=====

[3]
# C18H27N3O4

One molecule with the formula C18H27N3O4 (the ωB97M-V functional and the def2-TZVPD basis, the OMol25 dataset).

Calculated values
- Structure (SMILES): COc1ccc(OC)c(CNC(=O)[C@H]2CCCN(C(=O)N(C)C)C2)c1
- E_LUMO: 0.5 eV
- Orbital gap: 8.74 eV
- DFT total energy: -1167.34524 Eh
- HOMO: -8.236 eV

Atoms and positions in Å:
C (-2.542, -5.654, -0.614)
O (-2.945, -4.308, -0.654)
C (-2.099, -3.393, -1.202)
C (-0.858, -3.677, -1.751)
C (-0.080, -2.658, -2.283)
C (-0.527, -1.348, -2.280)
O (0.192, -0.282, -2.772)
C (1.356, -0.554, -3.515)
C (-1.789, -1.052, -1.738)
C (-2.290, 0.370, -1.737)
N (-1.427, 1.239, -0.965)
C (-1.703, 1.589, 0.311)
O (-2.765, 1.366, 0.850)
C (-0.537, 2.293, 1.001)
C (-0.999, 3.090, 2.220)
C (0.207, 3.653, 2.969)
C (1.183, 2.536, 3.333)
N (1.586, 1.855, 2.118)
C (2.875, 1.379, 2.042)
O (3.622, 1.362, 3.002)
N (3.264, 0.927, 0.797)
C (2.853, 1.586, -0.421)
C (4.547, 0.265, 0.715)
C (0.465, 1.222, 1.460)
C (-2.547, -2.070, -1.202)
H (-1.628, -5.784, -0.025)
H (-3.358, -6.192, -0.134)
H (-2.387, -6.058, -1.621)
H (-0.471, -4.683, -1.775)
H (0.882, -2.914, -2.698)
H (1.146, -1.216, -4.360)
H (1.700, 0.409, -3.890)
H (2.140, -1.000, -2.893)
H (-3.281, 0.419, -1.283)
H (-2.333, 0.749, -2.763)
H (-0.493, 1.349, -1.328)
H (-0.048, 2.964, 0.286)
H (-1.662, 3.897, 1.905)
H (-1.572, 2.427, 2.870)
H (-0.120, 4.159, 3.878)
H (0.720, 4.383, 2.339)
H (2.080, 2.931, 3.811)
H (0.703, 1.831, 4.026)
H (3.728, 2.020, -0.919)
H (2.158, 2.391, -0.198)
H (2.385, 0.880, -1.113)
H (5.347, 0.961, 0.442)
H (4.777, -0.163, 1.687)
H (4.493, -0.527, -0.034)
H (0.808, 0.609, 0.628)
H (-0.049, 0.559, 2.173)
H (-3.512, -1.857, -0.770)

=====

[4]
# C18H27N5O7P2Re

C18H27N5O7P2Re as an isolated structure in a non-equilibrium geometry (the ωB97M-V functional and the def2-TZVPD basis, the OMol25 dataset).

Calculated values
- Spin multiplicity: 2
- ⟨S²⟩: 0.76
- Net charge: +2
- E_LUMO (alpha / beta): -7.9 / -7.9 eV
- Orbital gap (alpha / beta): 5.34 / 5.24 eV
- DFT total energy: -2263.17800 Eh
- HOMO (alpha / beta): -13.236 / -13.133 eV

Atoms and positions in Å:
Re (0.743, -0.410, -0.143)
C (-0.056, 1.483, 1.936)
C (-1.436, 1.686, 1.746)
C (-2.105, 0.449, 1.922)
C (-1.156, -0.542, 2.196)
C (0.207, 0.025, 2.026)
C (1.245, -0.418, 3.051)
C (-1.438, -1.873, 2.760)
C (-3.576, 0.292, 1.885)
C (-2.117, 2.960, 1.452)
C (0.944, 2.528, 2.190)
H (0.883, -0.206, 4.055)
H (2.176, 0.120, 2.917)
H (1.445, -1.482, 2.973)
H (-1.642, -1.755, 3.830)
H (-0.587, -2.539, 2.666)
H (-2.326, -2.325, 2.322)
H (-4.037, 0.881, 2.678)
H (-3.884, -0.740, 2.012)
H (-3.971, 0.668, 0.943)
H (-2.649, 3.313, 2.338)
H (-2.865, 2.813, 0.674)
H (-1.418, 3.728, 1.140)
H (0.930, 2.783, 3.254)
H (0.723, 3.437, 1.637)
H (1.947, 2.188, 1.947)
C (0.105, 3.226, -3.633)
C (0.482, 1.802, -3.289)
O (1.060, 1.072, -4.347)
P (-0.945, 0.719, -2.864)
O (-2.077, 1.518, -2.110)
O (-1.636, 0.289, -4.209)
O (-0.549, -0.461, -2.054)
P (1.464, 1.694, -1.735)
O (2.287, 3.054, -1.689)
O (2.354, 0.489, -1.624)
O (0.445, 1.663, -0.596)
H (-0.617, 3.237, -4.447)
H (0.982, 3.800, -3.936)
H (-0.325, 3.714, -2.759)
H (1.769, 1.580, -4.769)
H (-2.689, 2.004, -2.669)
H (-1.093, -0.262, -4.777)
H (3.221, 2.970, -1.493)
N (4.299, -2.640, 0.188)
C (3.706, -1.463, 0.416)
N (2.396, -1.614, 0.254)
C (2.258, -2.952, -0.086)
N (3.412, -3.568, -0.127)
C (0.911, -3.381, -0.324)
C (0.480, -4.672, -0.649)
N (-0.791, -4.940, -0.833)
C (-1.662, -3.955, -0.679)
C (-1.267, -2.657, -0.375)
N (0.027, -2.351, -0.203)
H (5.283, -2.883, 0.211)
H (4.223, -0.566, 0.692)
H (1.194, -5.475, -0.778)
H (-2.704, -4.208, -0.820)
H (-1.982, -1.851, -0.290)

=====

Q: Which value of DFT total energy does entry 3 give?
A: -1167.34524 Eh

=====

Repeat the first record exactly.
# C18H27N3O2PTl

C18H27N3O2PTl as an isolated structure in a non-equilibrium geometry (the ωB97M-V functional and the def2-TZVPD basis, the OMol25 dataset).

Calculated values
- Net charge: +2
- E_LUMO (alpha / beta): -7.0 / -7.0 eV
- Orbital gap (alpha / beta): 7.23 / 7.22 eV
- DFT total energy: -1530.03644 Eh
- HOMO (alpha / beta): -14.229 / -14.229 eV

Atoms and positions in Å:
Tl (1.732, -2.036, -1.378)
O (-0.819, -1.690, 0.570)
N (-0.387, -0.252, 1.314)
N (0.215, 0.506, 0.546)
O (0.684, 0.340, -0.614)
C (0.467, 1.776, 1.174)
C (0.410, 1.894, 2.570)
C (0.709, 3.114, 3.152)
C (0.933, 4.220, 2.348)
C (0.873, 4.129, 0.973)
C (0.652, 2.881, 0.382)
H (0.207, 1.008, 3.195)
H (0.743, 3.217, 4.247)
H (1.117, 5.199, 2.803)
H (1.018, 4.988, 0.347)
H (0.688, 2.798, -0.706)
N (4.197, -1.838, -0.243)
C (4.272, -0.440, -0.474)
C (4.366, 0.463, 0.581)
C (4.356, 1.830, 0.339)
C (4.164, 2.310, -0.946)
C (4.034, 1.417, -2.005)
C (4.094, 0.043, -1.771)
H (4.107, -2.090, 0.747)
H (4.917, -2.392, -0.710)
H (4.478, 0.076, 1.592)
H (4.494, 2.516, 1.172)
H (4.113, 3.377, -1.132)
H (3.898, 1.790, -3.011)
H (4.063, -0.615, -2.648)
C (-3.571, 0.580, 0.759)
C (-3.497, -0.945, 0.806)
P (-2.199, -1.748, -0.137)
C (-2.137, -1.046, -1.786)
C (-3.237, -1.458, -2.733)
C (-2.311, -3.526, -0.200)
C (-3.690, -4.121, -0.111)
H (-4.432, 0.908, 1.356)
H (-3.720, 0.977, -0.250)
H (-2.673, 1.039, 1.158)
H (-4.450, -1.392, 0.508)
H (-3.332, -1.233, 1.855)
H (-1.167, -1.309, -2.211)
H (-2.113, 0.047, -1.672)
H (-3.293, -2.541, -2.886)
H (-3.059, -1.034, -3.721)
H (-4.222, -1.104, -2.408)
H (-1.723, -3.882, 0.646)
H (-1.783, -3.863, -1.092)
H (-4.191, -3.926, 0.845)
H (-3.621, -5.209, -0.247)
H (-4.375, -3.755, -0.896)

=====

Repeat the first record exactly.
# C18H27N3O2PTl

C18H27N3O2PTl as an isolated structure in a non-equilibrium geometry (the ωB97M-V functional and the def2-TZVPD basis, the OMol25 dataset).

Calculated values
- Net charge: +2
- E_LUMO (alpha / beta): -7.0 / -7.0 eV
- Orbital gap (alpha / beta): 7.23 / 7.22 eV
- DFT total energy: -1530.03644 Eh
- HOMO (alpha / beta): -14.229 / -14.229 eV

Atoms and positions in Å:
Tl (1.732, -2.036, -1.378)
O (-0.819, -1.690, 0.570)
N (-0.387, -0.252, 1.314)
N (0.215, 0.506, 0.546)
O (0.684, 0.340, -0.614)
C (0.467, 1.776, 1.174)
C (0.410, 1.894, 2.570)
C (0.709, 3.114, 3.152)
C (0.933, 4.220, 2.348)
C (0.873, 4.129, 0.973)
C (0.652, 2.881, 0.382)
H (0.207, 1.008, 3.195)
H (0.743, 3.217, 4.247)
H (1.117, 5.199, 2.803)
H (1.018, 4.988, 0.347)
H (0.688, 2.798, -0.706)
N (4.197, -1.838, -0.243)
C (4.272, -0.440, -0.474)
C (4.366, 0.463, 0.581)
C (4.356, 1.830, 0.339)
C (4.164, 2.310, -0.946)
C (4.034, 1.417, -2.005)
C (4.094, 0.043, -1.771)
H (4.107, -2.090, 0.747)
H (4.917, -2.392, -0.710)
H (4.478, 0.076, 1.592)
H (4.494, 2.516, 1.172)
H (4.113, 3.377, -1.132)
H (3.898, 1.790, -3.011)
H (4.063, -0.615, -2.648)
C (-3.571, 0.580, 0.759)
C (-3.497, -0.945, 0.806)
P (-2.199, -1.748, -0.137)
C (-2.137, -1.046, -1.786)
C (-3.237, -1.458, -2.733)
C (-2.311, -3.526, -0.200)
C (-3.690, -4.121, -0.111)
H (-4.432, 0.908, 1.356)
H (-3.720, 0.977, -0.250)
H (-2.673, 1.039, 1.158)
H (-4.450, -1.392, 0.508)
H (-3.332, -1.233, 1.855)
H (-1.167, -1.309, -2.211)
H (-2.113, 0.047, -1.672)
H (-3.293, -2.541, -2.886)
H (-3.059, -1.034, -3.721)
H (-4.222, -1.104, -2.408)
H (-1.723, -3.882, 0.646)
H (-1.783, -3.863, -1.092)
H (-4.191, -3.926, 0.845)
H (-3.621, -5.209, -0.247)
H (-4.375, -3.755, -0.896)